# 1
25
Properties=species:S:1:pos:R:3:mulliken_charge:R:1 method="wB97M-V/def2-TZVPD" homo_lumo_gap_ev=9.29 charge=0 relative_energy_ev=1.523
C -2.134 0.378 -1.341 -0.755
N -0.847 -0.026 -1.779 -0.556
C 0.293 0.002 -1.250 0.526
C 1.471 -0.211 -2.147 -1.449
C 0.499 -0.013 0.262 2.334
C 0.526 1.438 0.747 -1.759
C 1.781 -0.736 0.690 -2.049
C -0.703 -0.873 0.820 0.225
C -1.318 -0.387 2.115 -1.378
O -0.914 -1.996 0.421 -0.563
H -2.211 0.567 -0.264 0.183
H -2.827 -0.427 -1.592 0.287
H -2.432 1.268 -1.897 0.315
H 2.253 0.514 -1.932 0.322
H 1.886 -1.207 -2.002 0.269
H 1.143 -0.115 -3.178 0.439
H 0.676 1.489 1.824 0.419
H 1.353 1.962 0.268 0.418
H -0.391 1.965 0.494 0.358
H 1.782 -1.764 0.335 0.452
H 1.834 -0.759 1.778 0.445
H 2.664 -0.235 0.299 0.423
H -2.135 -1.049 2.395 0.418
H -0.562 -0.414 2.899 0.335
H -1.687 0.631 2.036 0.341

---

# 2
140
Properties=species:S:1:pos:R:3:mulliken_charge:R:1 method="wB97M-V/def2-TZVPD" homo_lumo_gap_ev=8.31 charge=0
Li -4.864 0.415 -2.490 0.897
O 1.527 -3.201 0.673 -0.625
C 0.946 -2.130 0.821 0.715
O 0.184 -1.510 -0.072 0.348
B -0.268 -0.188 0.393 1.108
O 0.407 -0.048 1.706 -0.984
C 1.159 -1.085 1.976 0.434
O 1.935 -1.228 2.866 -0.546
O -1.755 -0.098 0.527 -0.378
C -2.186 0.744 -0.355 0.712
O -3.374 0.876 -0.685 -0.558
C -1.005 1.453 -1.033 -0.181
O 0.094 0.917 -0.499 -1.010
O -1.069 2.363 -1.814 -0.410
O -1.636 4.090 2.975 -0.695
C -2.664 4.104 2.286 0.361
O -2.598 3.817 0.953 -0.180
C -3.862 3.893 0.353 0.610
C -4.766 4.459 1.444 -0.807
C -4.094 4.394 2.724 -0.147
H -4.377 2.975 0.071 -0.237
H -3.850 4.614 -0.464 0.068
H -5.629 3.818 1.620 0.290
H -5.172 5.415 1.112 0.373
H -4.490 3.575 3.324 0.038
H -4.061 5.315 3.306 0.336
O 3.115 -3.870 -2.222 -0.436
C 2.589 -4.947 -2.074 0.523
O 1.851 -5.550 -3.059 -0.388
C 1.352 -6.824 -2.615 -0.582
C 1.494 -6.831 -1.116 -0.580
C 2.658 -5.863 -0.876 -0.008
H 2.010 -7.548 -3.097 0.380
H 0.321 -7.113 -2.819 0.327
H 1.864 -7.821 -0.847 0.338
H 0.543 -6.564 -0.656 0.197
H 3.636 -6.344 -0.897 0.447
H 2.322 -5.396 0.050 -0.123
O 2.613 -1.884 -4.599 -0.490
C 2.275 -0.748 -4.729 0.276
O 1.585 -0.357 -5.823 -0.424
C 1.049 0.950 -5.692 0.189
C 1.802 1.552 -4.541 -0.545
C 2.374 0.391 -3.754 0.626
H -0.029 0.917 -5.539 -0.251
H 1.122 1.570 -6.585 0.331
H 1.212 2.243 -3.939 0.266
H 2.677 2.074 -4.929 0.262
H 1.753 0.344 -2.859 -0.661
H 3.429 0.507 -3.505 0.507
O -3.762 7.143 -3.752 -0.667
C -2.677 6.966 -3.191 0.501
O -2.558 6.211 -2.059 -0.221
C -1.203 6.123 -1.576 0.340
C -0.549 7.379 -2.196 -0.688
C -1.305 7.494 -3.523 -0.344
H -0.900 5.174 -2.017 -0.259
H -1.199 5.996 -0.493 0.299
H 0.499 7.144 -2.380 0.340
H -0.625 8.247 -1.541 0.322
H -0.846 6.928 -4.333 0.131
H -1.271 8.527 -3.871 0.382
O -3.773 -1.241 -2.840 -0.763
C -2.677 -1.766 -2.974 0.369
O -2.390 -2.974 -2.450 -0.340
C -1.133 -3.483 -2.862 -0.275
C -0.330 -2.192 -3.310 0.458
C -1.441 -1.276 -3.749 0.946
H -1.235 -4.258 -3.623 0.244
H -0.646 -3.956 -2.010 0.111
H 0.298 -2.413 -4.173 0.381
H 0.208 -1.895 -2.410 -0.538
H -1.786 -1.353 -4.780 0.386
H -1.303 -0.268 -3.360 -0.900
O -3.111 1.541 -3.586 -0.379
C -2.732 2.290 -4.441 0.132
O -2.394 1.781 -5.658 -0.382
C -1.958 2.731 -6.595 -0.560
C -1.399 3.756 -5.571 -0.525
C -2.367 3.830 -4.392 0.938
H -2.844 3.197 -7.025 0.323
H -1.387 2.245 -7.386 0.360
H -1.283 4.726 -6.054 0.494
H -0.396 3.458 -5.266 0.011
H -3.362 4.254 -4.531 0.422
H -1.932 4.314 -3.518 -0.892
O 2.331 -2.123 8.035 -0.689
C 2.243 -2.921 7.145 0.540
O 1.294 -2.812 6.285 -0.366
C 1.377 -3.754 5.241 0.490
C 2.216 -4.847 5.861 -0.744
C 3.087 -4.093 6.844 -0.302
H 1.781 -3.364 4.307 -0.195
H 0.396 -4.192 5.059 0.152
H 2.870 -5.268 5.098 0.301
H 1.655 -5.671 6.302 0.333
H 4.073 -3.740 6.543 0.218
H 3.094 -4.689 7.756 0.290
O 4.487 -1.217 -2.110 -0.522
C 4.587 -1.012 -0.925 0.426
O 4.527 0.238 -0.431 -0.443
C 4.644 0.329 1.030 0.416
C 5.042 -1.114 1.378 0.174
C 4.902 -2.016 0.157 -0.108
H 3.694 0.485 1.542 -0.278
H 5.258 1.153 1.391 0.010
H 4.537 -1.400 2.301 -0.348
H 6.108 -1.159 1.598 0.485
H 4.061 -2.705 0.241 -0.333
H 5.805 -2.556 -0.126 0.529
O 4.562 -1.861 5.269 -0.563
C 4.570 -0.669 5.001 0.532
O 5.627 0.039 4.430 -0.395
C 5.334 1.475 4.258 -0.502
C 3.873 1.576 4.553 -0.140
C 3.553 0.360 5.473 -0.176
H 5.578 1.871 3.273 0.233
H 5.822 2.078 5.025 0.369
H 3.282 1.556 3.637 -0.205
H 3.625 2.521 5.035 0.457
H 2.561 -0.010 5.216 -0.005
H 3.636 0.607 6.531 0.482
C -3.822 -1.108 3.978 -1.176
C -4.405 0.265 3.604 1.136
C -5.503 0.272 2.517 0.537
F -6.547 -0.489 2.804 -0.311
F -6.029 1.504 2.263 -0.259
F -4.812 0.924 4.690 -0.366
F -3.325 1.041 3.144 -0.153
O -3.450 -1.754 2.761 -0.386
C -2.793 -2.991 2.827 0.804
C -2.488 -3.422 1.414 1.231
F -2.026 -4.677 1.133 -0.319
F -3.523 -3.220 0.615 -0.241
F -1.721 -2.897 3.577 -0.196
F -3.617 -3.912 3.289 -0.319
H -4.656 -1.669 4.400 0.302
H -2.997 -1.103 4.690 0.469
H -5.031 -0.096 1.607 -0.038
H -1.729 -2.780 0.966 -0.706

---

# 3
17
Properties=species:S:1:pos:R:3:mulliken_charge:R:1 method="wB97M-V/def2-TZVPD" homo_lumo_gap_ev=9.42 charge=0 relative_energy_ev=0.767
Br 2.028 -3.784 0.779 -0.026
C 1.008 -2.360 1.227 0.811
C 0.353 -1.431 1.618 -0.677
C -0.439 -0.243 1.855 -0.659
C -0.292 0.691 0.695 0.438
N -0.156 2.030 0.883 -0.700
C -0.009 2.553 -0.301 -0.334
N -0.055 1.613 -1.271 -0.009
C -0.227 0.401 -0.648 0.274
C -0.353 -0.868 -1.391 -0.631
Br 1.051 -1.040 -2.775 -0.191
H -0.087 0.269 2.753 0.289
H -1.486 -0.521 2.015 0.259
H 0.136 3.596 -0.496 0.431
H 0.065 1.746 -2.262 0.188
H -1.294 -0.929 -1.946 0.334
H -0.245 -1.724 -0.734 0.201

---

# 4
28
Properties=species:S:1:pos:R:3:mulliken_charge:R:1 method="wB97M-V/def2-TZVPD" homo_lumo_gap_ev="5.91 / 5.90" charge=-3 relative_energy_ev=0.000 s_squared=0.7528 multiplicity=2
Cu -20.578 -14.639 19.756 0.904
Cl -22.415 -13.064 19.286 -0.635
Cl -18.967 -12.717 20.074 -0.691
O -23.331 -18.072 19.449 -0.591
C -22.893 -16.897 18.803 0.479
O -22.081 -16.229 19.518 -0.398
O -23.333 -16.688 17.697 -0.660
H -22.741 -18.115 20.209 0.303
O -17.390 -16.016 21.411 -0.594
C -17.951 -16.563 20.265 0.515
O -17.347 -17.448 19.691 -0.711
O -19.099 -16.094 19.978 -0.201
H -18.098 -15.424 21.697 0.376
O -18.990 -16.388 16.795 -0.530
C -19.815 -15.344 16.367 0.670
O -20.109 -15.373 15.154 -0.822
O -20.219 -14.537 17.236 -0.702
H -18.752 -16.117 17.694 0.297
N -20.402 -16.038 22.846 0.147
C -19.601 -15.069 23.398 -1.068
C -20.175 -13.850 23.149 -0.084
C -21.417 -14.093 22.495 -0.517
C -21.462 -15.437 22.222 -0.524
H -20.273 -17.030 22.878 0.212
H -18.667 -15.307 23.882 0.528
H -19.769 -12.924 23.516 0.370
H -22.163 -13.352 22.269 0.429
H -22.261 -16.050 21.842 0.496

---

# 5
14
Properties=species:S:1:pos:R:3:mulliken_charge:R:1 method="wB97M-V/def2-TZVPD" homo_lumo_gap_ev=11.60 charge=+1 relative_energy_ev=0.846
C -1.182 0.002 -2.458 -0.740
N 0.971 0.228 0.512 -0.220
C 0.476 0.112 -0.699 0.198
N -0.799 0.075 -1.016 -0.187
H -0.370 -0.443 -3.028 0.348
H -1.368 1.022 -2.778 0.309
H -2.047 -0.646 -2.542 0.274
H 0.406 0.348 1.348 0.214
H 1.935 -0.024 0.642 0.253
H 1.144 -0.347 -1.422 0.258
H -1.488 0.571 -0.444 0.285
H 0.461 -1.022 3.919 0.333
H 1.198 0.243 4.340 0.326
O 0.662 -0.121 3.626 -0.651

---

# 6
13
Properties=species:S:1:pos:R:3:mulliken_charge:R:1 method="wB97M-V/def2-TZVPD" homo_lumo_gap_ev=3.19 charge=0 relative_energy_ev=7.611
C -0.717 1.081 -0.798 0.124
O -1.422 1.031 -2.139 -0.491
C -1.728 1.002 0.214 -0.639
C 2.253 -1.960 0.441 -0.489
S 1.734 -0.976 1.823 -0.183
H -0.098 1.982 -0.796 0.210
H 0.001 0.246 -0.753 -0.006
H -2.320 1.040 -1.795 0.353
H -1.822 1.731 1.009 0.263
H -2.202 0.027 0.293 0.329
H 1.397 -2.593 0.179 0.226
H 2.298 -1.239 -0.410 0.173
H 2.626 -1.372 2.731 0.130

---

# 7
40
Properties=species:S:1:pos:R:3:mulliken_charge:R:1 method="wB97M-V/def2-TZVPD" homo_lumo_gap_ev="6.81 / 5.14" charge=-1 relative_energy_ev=0.000 s_squared=6.0219 multiplicity=5
Pt -0.461 -0.547 0.789 1.061
Se -1.702 -0.104 2.830 -0.105
Se -1.339 -1.740 4.342 -0.237
Se 0.701 -3.419 3.209 -0.229
Se 0.738 -2.644 1.116 -0.127
Cl 5.028 -2.417 4.684 -0.267
C 4.319 -1.528 3.378 0.290
C 3.489 -0.416 3.527 -0.679
C 2.899 0.125 2.446 0.809
Cl 1.918 1.567 2.766 -0.206
C 3.097 -0.296 1.112 -0.454
O 2.659 0.415 0.090 -0.838
C 4.039 -1.386 0.983 0.635
Cl 4.420 -1.877 -0.618 -0.224
C 4.622 -1.945 2.056 -0.610
H 3.378 -0.012 4.512 0.425
H 5.339 -2.727 1.815 0.344
F -2.972 5.095 0.066 -0.341
C -2.449 3.837 0.178 0.284
C -3.237 2.738 0.180 -0.677
C -2.627 1.483 0.408 -0.261
C -1.223 1.333 0.463 -0.268
C -0.441 2.524 0.265 -0.215
C -1.065 3.757 0.123 -0.534
H -4.291 2.726 0.104 0.442
H -3.344 0.643 0.576 0.298
H 0.662 2.442 0.105 0.226
H -0.504 4.596 -0.127 0.495
Te 0.899 -0.241 -1.412 0.171
C -0.779 -0.746 -2.682 0.226
C -1.581 -1.846 -2.409 -0.166
C -2.740 -2.071 -3.239 -0.511
C -2.916 -1.380 -4.379 -0.426
C -2.090 -0.269 -4.663 -0.555
C -1.034 0.019 -3.796 -0.470
H -1.486 -2.351 -1.420 0.181
H -3.349 -2.918 -2.951 0.369
H -3.805 -1.654 -4.983 0.284
H -2.271 0.330 -5.473 0.480
H -0.501 0.905 -3.970 0.380

---

# 8
14
Properties=species:S:1:pos:R:3:mulliken_charge:R:1 method="wB97M-V/def2-TZVPD" homo_lumo_gap_ev=10.71 charge=0 relative_energy_ev=2.560
O 0.312 1.605 1.051 -0.566
C 0.599 0.914 -0.138 0.049
C -0.765 0.397 -0.872 -0.537
N -1.595 -0.246 0.104 -0.662
C -1.028 -1.315 0.536 0.138
O 0.181 -1.707 0.142 -0.490
C 1.335 -0.371 0.072 -0.462
H -0.555 1.260 1.317 0.404
H 1.048 1.609 -0.864 0.358
H -0.449 -0.303 -1.665 0.392
H -1.257 1.277 -1.282 0.385
H -1.550 -1.897 1.314 0.396
H 1.978 -0.648 -0.768 0.269
H 1.747 -0.574 1.052 0.326

---

The evaluated total energy for the records listed, in turn: -443.78519; -4612.61425; -5527.82253; -3564.40635; -266.12059; -592.23836; -12241.31286; -361.78677 Ha.